# 1
{"formula": "C10H11BrN2", "method": "ωB97M-V with the def2-TZVPD basis set", "symbols": ["C", "C", "C", "C", "C", "C", "C", "C", "C", "C", "N", "N", "Br", "H", "H", "H", "H", "H", "H", "H", "H", "H", "H", "H"], "xyz": [[-3.8056, -1.1910, -0.2973], [-2.6418, -1.5111, -1.0343], [-3.7514, -0.1907, 0.6594], [-1.4669, -0.9238, -0.7380], [-2.5788, 0.4302, 1.0421], [-1.4029, 0.0241, 0.3534], [2.2985, 1.4037, -0.3398], [2.2023, 0.5413, 0.8685], [0.8079, 0.0786, 1.0134], [3.8075, 1.4251, -1.0122], [1.5316, 1.9216, -1.1219], [-0.1807, 0.5498, 0.4372], [2.2741, -2.7449, 0.0920], [-4.8053, -1.6684, -0.4566], [-2.6496, -2.4132, -1.7147], [-4.6277, 0.2045, 1.0360], [-0.5292, -1.1037, -1.4235], [-2.4951, 1.0608, 1.7984], [2.8122, -0.3991, 0.8062], [2.4128, 1.2247, 1.6956], [0.6521, -0.7864, 1.7137], [3.7066, 1.9160, -1.9513], [3.9102, 0.2866, -1.2036], [4.5194, 1.8653, -0.2227]], "e_above_lowest_kcal_mol": 70.3, "homo_lumo_gap_ev": [3.998, 3.990], "e_lumo_ev": [-3.62, -3.62], "charge": 0}

***

# 2
{"formula": "C10H11ClN", "method": "ωB97M-V with the def2-TZVPD basis set", "symbols": ["C", "C", "C", "C", "C", "C", "C", "C", "C", "C", "N", "Cl", "H", "H", "H", "H", "H", "H", "H", "H", "H", "H", "H"], "xyz": [[2.1174, 0.4670, -0.5770], [1.4436, 1.6392, -0.3080], [1.6460, -0.8565, -0.5693], [-0.6689, 0.7945, 0.2060], [0.1329, 1.8503, 0.0394], [0.3522, -0.9253, -0.1637], [-1.7846, -1.4091, 0.3697], [-1.8963, 0.0568, 0.5828], [-0.3497, 3.2386, 0.2953], [-0.3048, -3.1969, -0.0720], [-0.6025, -1.8346, 0.0157], [-3.2899, 0.6456, -0.5355], [3.0810, 0.5307, -0.9481], [1.9359, 2.5659, -0.4291], [2.2069, -1.6841, -0.6968], [-2.5506, -2.0712, 0.4999], [-2.2261, 0.2786, 1.7105], [0.1032, 3.7704, 1.0704], [-0.0647, 3.7261, -0.6483], [-1.4217, 3.3938, 0.3577], [-1.0993, -3.7636, -0.5127], [-0.1109, -3.5303, 0.9990], [0.5241, -3.2090, -0.8345]], "e_above_lowest_kcal_mol": 71.4, "homo_lumo_gap_ev": 7.064, "e_lumo_ev": -5.45, "charge": 1}

***

# 3
{"formula": "C10H11ClN3", "method": "ωB97M-V with the def2-TZVPD basis set", "symbols": ["C", "C", "C", "C", "C", "C", "C", "C", "C", "C", "N", "N", "N", "Cl", "H", "H", "H", "H", "H", "H", "H", "H", "H", "H", "H"], "xyz": [[-3.3148, 0.7819, 1.1759], [-3.8060, -0.2886, 0.3638], [2.4369, -0.0190, -1.0106], [1.1693, -0.6986, 0.9479], [-1.9562, 0.8350, 0.9951], [3.5189, -0.4914, -0.3817], [2.3349, -0.9775, 1.6049], [1.1364, -0.0591, -0.3620], [-2.7185, -0.6790, -0.3592], [-0.4084, 1.1784, -1.8810], [-1.6270, -0.0943, 0.1629], [3.5418, -0.8425, 0.9825], [-0.0548, 0.3435, -0.8104], [-2.4607, -1.9675, -1.5408], [-3.9496, 1.4149, 1.9395], [-4.8496, -0.5533, 0.3089], [2.4049, 0.2362, -2.0915], [0.2589, -0.7917, 1.4022], [-1.1569, 1.3425, 1.4103], [4.5194, -0.5376, -0.7379], [2.3453, -1.2944, 2.7073], [0.4932, 1.7332, -2.1158], [-1.0276, 0.7131, -2.6276], [-1.1645, 1.8031, -1.5282], [4.3348, -1.0874, 1.4454]], "e_above_lowest_kcal_mol": 101.5, "homo_lumo_gap_ev": 6.668, "e_lumo_ev": -5.07, "charge": 1}

***

# 4
{"formula": "C10H11ClO2", "method": "ωB97M-V with the def2-TZVPD basis set", "symbols": ["C", "C", "C", "C", "C", "C", "C", "C", "C", "C", "O", "O", "Cl", "H", "H", "H", "H", "H", "H", "H", "H", "H", "H", "H"], "xyz": [[-1.6088, -0.8309, -2.5100], [-1.3828, -0.0555, -1.3732], [-0.4077, -1.4624, -2.8179], [-0.0962, -0.3457, -0.9302], [1.8845, 1.8461, -0.8130], [0.3187, 1.0369, 2.5065], [-1.0891, 0.3888, 2.0460], [-0.0997, 0.9817, 1.0887], [1.7216, -0.7456, 0.7172], [0.6688, 0.1851, 0.1226], [2.1163, 1.7354, -1.9695], [0.4670, -1.1872, -1.7965], [-0.5932, 2.5574, 0.4469], [-2.5189, -0.9129, -3.0843], [-2.1480, 0.5120, -0.9197], [-0.0061, -2.2296, -3.3471], [2.5485, 2.2244, -0.0828], [0.4611, 2.0459, 2.8792], [1.0114, 0.3650, 2.8884], [-1.1698, -0.6895, 1.9902], [-1.9577, 0.9632, 2.2667], [2.6092, -0.3066, 1.1568], [1.1973, -1.2863, 1.5787], [1.9874, -1.4246, -0.1077]], "e_above_lowest_kcal_mol": 70.1, "homo_lumo_gap_ev": [7.429, 7.434], "e_lumo_ev": [0.10, 0.11], "charge": 0}

***

# 5
{"formula": "C10H11ClSi", "method": "ωB97M-V with the def2-TZVPD basis set", "symbols": ["C", "C", "Si", "Cl", "C", "C", "C", "C", "C", "C", "C", "C", "H", "H", "H", "H", "H", "H", "H", "H", "H", "H", "H"], "xyz": [[2.6173, -1.8963, -1.3723], [2.3427, -1.1914, -0.2847], [0.7153, -0.8915, 0.5408], [0.0984, -2.5064, 1.5924], [1.1246, 0.7973, 1.9155], [0.4141, 0.7399, 3.0221], [-0.7176, -0.2219, -0.4260], [-1.9708, -0.2187, 0.2055], [-2.9403, 0.5292, -0.3879], [-2.7492, 1.1392, -1.6606], [-1.5849, 0.8925, -2.3722], [-0.5631, 0.3248, -1.7065], [3.6451, -1.8850, -1.8646], [1.9070, -2.4162, -1.8487], [3.1680, -0.6125, 0.1889], [1.8524, 1.5297, 1.5575], [0.2665, 1.6627, 3.5210], [-0.2520, -0.0227, 3.0340], [-2.0414, -0.3804, 1.2179], [-3.8954, 0.6464, 0.0232], [-3.7122, 1.5476, -2.0909], [-1.4860, 1.6236, -3.1751], [0.2968, 0.0211, -2.2197]], "e_above_lowest_kcal_mol": 36.5, "smiles": "C=C[Si](Cl)(C=C)c1ccccc1", "homo_lumo_gap_ev": 9.678, "e_lumo_ev": 0.59, "charge": 0}

***

What is the charge in the second record? +1

***

Which value of charge does entry 5 give? 0